Record 1
{"formula": "C48H44AsBrF6N6OSn", "method": "ωB97M-V with the def2-TZVPD basis set", "total_charge": 2, "spin_multiplicity": 1, "total_energy_ev": -214482.31160, "e_homo_ev": -12.92, "de_lowest_ev": 1.797, "species": ["Sn", "Br", "C", "C", "C", "C", "C", "C", "C", "C", "C", "C", "H", "H", "H", "H", "H", "H", "C", "C", "O", "C", "F", "F", "F", "C", "F", "F", "F", "H", "H", "H", "C", "C", "N", "C", "C", "C", "C", "C", "C", "C", "C", "N", "C", "N", "H", "H", "H", "H", "H", "H", "H", "H", "H", "C", "C", "C", "C", "C", "C", "As", "C", "C", "C", "C", "C", "C", "C", "C", "C", "C", "C", "C", "H", "H", "H", "H", "H", "H", "H", "H", "H", "H", "H", "H", "H", "C", "N", "C", "C", "N", "N", "C", "C", "H", "H", "H", "H", "H", "H", "H", "H", "H", "H", "H", "H", "H"], "coordinates": [[-0.305, -0.643, 1.537], [-3.000, -2.260, 2.471], [-2.459, -3.908, 1.784], [-3.248, -4.992, 2.017], [-2.867, -6.248, 1.512], [-1.730, -6.361, 0.776], [-0.919, -5.234, 0.492], [0.217, -5.380, -0.336], [0.991, -4.319, -0.665], [0.687, -3.037, -0.141], [-0.372, -2.902, 0.693], [-1.271, -3.952, 1.026], [-4.161, -4.888, 2.587], [-3.488, -7.112, 1.707], [-1.423, -7.321, 0.381], [0.445, -6.366, -0.720], [1.854, -4.432, -1.309], [1.321, -2.216, -0.401], [1.951, -0.675, 5.189], [0.789, -0.005, 4.477], [0.575, -0.602, 3.237], [-0.509, -0.148, 5.313], [-0.504, 0.654, 6.374], [-1.598, 0.149, 4.566], [-0.657, -1.406, 5.725], [1.110, 1.503, 4.310], [1.858, 1.681, 3.201], [-0.009, 2.237, 4.143], [1.773, 2.007, 5.337], [1.762, -1.745, 5.251], [2.077, -0.267, 6.189], [2.864, -0.508, 4.618], [4.047, -2.001, 2.017], [2.690, -1.883, 1.845], [2.153, -1.029, 0.955], [2.967, -0.307, 0.187], [4.355, -0.373, 0.285], [4.892, -1.213, 1.245], [5.230, 0.458, -0.570], [5.189, 0.584, -1.894], [4.365, -0.169, -2.869], [4.270, 0.286, -4.175], [3.539, -0.477, -5.068], [2.978, -1.631, -4.718], [3.145, -1.987, -3.449], [3.780, -1.316, -2.498], [4.444, -2.699, 2.741], [1.996, -2.476, 2.425], [2.511, 0.351, -0.533], [5.966, -1.277, 1.368], [6.003, 1.003, -0.038], [5.891, 1.272, -2.352], [4.765, 1.196, -4.487], [3.402, -0.165, -6.097], [2.715, -2.942, -3.159], [2.904, 3.501, -2.657], [2.086, 2.923, -3.620], [1.055, 2.075, -3.245], [0.835, 1.805, -1.897], [1.663, 2.379, -0.937], [2.699, 3.224, -1.314], [-0.712, 0.734, -1.357], [-2.074, 1.847, -2.152], [-2.534, 3.078, -1.711], [-3.439, 3.781, -2.495], [-3.890, 3.235, -3.691], [-3.409, 2.013, -4.137], [-2.484, 1.308, -3.374], [-1.829, 0.037, -3.768], [-2.028, -0.646, -4.960], [-1.301, -1.798, -5.227], [-0.366, -2.276, -4.317], [-0.166, -1.607, -3.117], [-0.888, -0.455, -2.857], [3.700, 4.172, -2.956], [2.243, 3.145, -4.668], [0.418, 1.632, -4.002], [1.506, 2.169, 0.115], [3.335, 3.672, -0.561], [-2.184, 3.505, -0.780], [-3.790, 4.753, -2.175], [-4.614, 3.773, -4.288], [-3.740, 1.622, -5.090], [-2.729, -0.272, -5.695], [-1.465, -2.331, -6.154], [0.217, -3.156, -4.553], [0.555, -1.973, -2.402], [-4.612, 0.590, 2.826], [-3.914, 1.793, 2.398], [-4.765, 2.930, 2.039], [-2.620, 1.753, 2.025], [-2.077, 0.650, 1.473], [-1.918, 2.892, 2.122], [-2.190, 3.885, 3.166], [-0.647, 3.036, 1.437], [-5.407, 0.880, 3.511], [-3.931, -0.061, 3.366], [-5.065, 0.049, 1.990], [-5.085, 3.492, 2.917], [-5.653, 2.553, 1.532], [-4.236, 3.595, 1.361], [-2.779, -0.063, 1.301], [-2.993, 3.543, 3.810], [-2.458, 4.845, 2.727], [-1.298, 4.010, 3.775], [-0.701, 2.544, 0.476], [0.181, 2.610, 2.003], [-0.448, 4.096, 1.283]], "atomic_forces_ev_per_a": [[-0.57, -1.70, -2.11], [-0.17, 0.30, 0.44], [0.27, -0.10, -0.16], [-0.02, -0.10, 0.02], [-0.13, -0.01, 0.07], [0.20, -0.01, -0.13], [-0.29, 0.07, 0.19], [-0.03, -0.23, -0.02], [0.18, 0.34, -0.09], [-0.38, -1.01, -0.24], [-0.22, 2.01, 0.71], [0.52, -0.33, -0.39], [0.02, 0.01, 0.02], [0.01, 0.01, 0.01], [-0.03, 0.01, -0.02], [0.00, 0.00, 0.02], [-0.02, -0.03, -0.01], [-0.02, 0.01, -0.17], [0.06, -0.13, -0.12], [-0.43, 0.30, 0.13], [0.24, 0.14, 0.74], [0.07, -0.17, -0.08], [-0.01, -0.01, 0.03], [0.01, 0.06, 0.03], [-0.03, 0.03, 0.00], [0.06, -0.15, -0.10], [0.05, 0.00, 0.06], [0.12, -0.10, 0.10], [-0.02, 0.03, 0.00], [-0.01, 0.01, 0.02], [0.00, -0.05, 0.02], [0.00, 0.02, 0.02], [0.07, -0.02, -0.03], [-0.13, 0.03, 0.00], [-0.06, 0.91, 0.68], [0.06, -0.10, 0.11], [0.04, 0.02, -0.12], [0.07, -0.04, 0.02], [-0.07, -0.08, 0.09], [-0.06, -0.13, -0.17], [0.07, 0.08, 0.18], [0.08, 0.06, -0.09], [-0.05, -0.07, -0.04], [0.00, 0.02, 0.09], [-0.01, 0.04, -0.01], [-0.03, -0.05, 0.00], [-0.03, 0.00, 0.01], [0.04, 0.00, 0.01], [0.03, -0.07, -0.06], [-0.01, 0.00, 0.01], [-0.04, 0.06, 0.00], [-0.01, 0.01, 0.02], [-0.04, 0.01, 0.00], [0.04, -0.01, 0.00], [0.00, 0.02, -0.01], [0.01, -0.01, -0.03], [-0.01, 0.02, -0.01], [0.01, -0.01, 0.06], [-0.01, 0.03, 0.01], [-0.12, 0.16, -0.09], [-0.03, 0.01, 0.03], [1.08, -0.38, -0.11], [-0.15, -0.01, 0.24], [-0.05, -0.06, -0.02], [-0.03, -0.05, 0.04], [0.02, 0.02, 0.01], [0.00, 0.00, -0.05], [0.01, -0.11, -0.05], [-0.03, 0.08, 0.05], [-0.04, 0.05, -0.02], [0.00, -0.06, -0.01], [-0.05, 0.03, 0.02], [-0.04, 0.05, -0.06], [-0.10, 0.03, 0.00], [0.00, 0.00, 0.01], [0.01, -0.01, 0.00], [0.01, 0.01, -0.01], [0.03, 0.05, 0.01], [0.00, -0.01, 0.00], [-0.01, 0.03, 0.00], [-0.03, -0.02, 0.00], [0.04, 0.02, -0.02], [-0.03, 0.00, 0.03], [-0.03, -0.05, 0.02], [0.03, 0.04, -0.02], [-0.02, -0.02, 0.01], [0.04, 0.00, -0.06], [-0.07, 0.04, -0.05], [-0.03, -0.17, -0.13], [-0.03, 0.05, 0.10], [0.18, 0.31, -0.07], [0.33, -0.27, 0.74], [0.17, -0.21, 0.14], [-0.05, 0.03, -0.02], [-0.11, -0.03, -0.02], [0.00, 0.01, 0.01], [-0.03, 0.10, 0.09], [0.01, 0.01, -0.02], [0.01, -0.02, 0.01], [0.02, -0.03, -0.03], [0.01, -0.01, 0.01], [-0.19, 0.22, -0.14], [0.01, -0.01, 0.00], [-0.04, -0.01, -0.02], [-0.02, 0.08, -0.07], [-0.02, 0.08, -0.12], [-0.03, 0.07, -0.06], [0.02, 0.00, -0.04]]}

=====

Record 2
{"formula": "CH3BrO", "method": "ωB97M-V with the def2-TZVPD basis set", "total_charge": 0, "spin_multiplicity": 1, "total_energy_ev": -73172.12063, "e_homo_ev": -9.23, "de_lowest_ev": 2.995, "species": ["C", "O", "Br", "H", "H", "H"], "coordinates": [[-0.619, 0.009, 0.667], [0.085, 0.897, -0.002], [-2.428, 0.369, 1.069], [1.357, -1.680, -0.664], [2.029, -1.346, -0.878], [-0.424, 1.751, -0.192]], "atomic_forces_ev_per_a": [[2.17, -0.56, -0.58], [-2.50, 0.76, 0.72], [-0.39, 0.83, -0.22], [1.11, 0.55, -0.33], [-1.07, -0.57, 0.32], [0.68, -1.01, 0.10]]}

=====

Record 3
{"formula": "C26H28AsLuN6O7S4", "method": "ωB97M-V with the def2-TZVPD basis set", "total_charge": -2, "spin_multiplicity": 1, "total_energy_ev": -188497.56682, "e_homo_ev": -1.77, "de_lowest_ev": 0.568, "species": ["Lu", "C", "O", "C", "C", "C", "C", "C", "C", "N", "N", "C", "O", "C", "C", "C", "C", "C", "C", "C", "O", "H", "H", "H", "H", "H", "H", "H", "H", "H", "H", "H", "H", "O", "C", "O", "C", "C", "N", "N", "C", "C", "O", "O", "H", "H", "H", "S", "As", "S", "S", "S", "C", "C", "N", "C", "C", "N", "C", "C", "H", "H", "H", "H", "H", "H", "H", "H", "H", "H", "H", "H", "H"], "coordinates": [[-0.940, 0.486, -0.937], [-2.844, 3.955, -2.971], [-3.371, 3.291, -4.130], [-2.802, 2.149, -4.614], [-3.159, 1.842, -5.911], [-2.650, 0.721, -6.574], [-1.759, -0.087, -5.914], [-1.386, 0.178, -4.588], [-0.476, -0.757, -3.956], [0.011, -0.644, -2.783], [0.854, -1.690, -2.404], [0.919, -1.835, -1.116], [0.290, -1.164, -0.209], [1.878, -2.888, -0.639], [2.927, -3.344, -1.435], [3.864, -4.230, -0.922], [3.765, -4.681, 0.389], [2.704, -4.254, 1.180], [1.768, -3.364, 0.666], [-1.924, 1.289, -3.878], [-1.640, 1.500, -2.637], [-3.306, 4.941, -2.967], [-1.763, 4.064, -3.020], [-3.096, 3.435, -2.055], [-3.857, 2.510, -6.404], [-2.945, 0.510, -7.595], [-1.339, -0.960, -6.408], [-0.188, -1.633, -4.539], [2.991, -2.978, -2.451], [4.683, -4.570, -1.546], [4.504, -5.365, 0.790], [2.606, -4.618, 2.197], [0.927, -3.028, 1.260], [-4.933, -2.680, 2.143], [-4.496, -1.703, 2.924], [-4.838, -1.646, 4.092], [-3.579, -0.715, 2.326], [-3.015, 0.374, 3.002], [-2.177, 1.042, 2.219], [-2.165, 0.433, 1.023], [-3.000, -0.621, 1.055], [-3.158, -1.426, -0.193], [-3.845, -2.466, -0.161], [-2.560, -0.981, -1.225], [-4.517, -2.618, 1.220], [-3.206, 0.698, 4.016], [-1.233, 2.953, 2.917], [-0.659, 4.100, 3.361], [0.026, 4.827, 1.166], [-0.748, 3.156, -0.240], [1.023, 2.289, -0.913], [-1.234, 6.481, 0.846], [3.890, -0.043, 2.105], [2.708, 0.098, 1.115], [1.581, 0.717, 1.784], [1.010, -0.160, 2.791], [2.138, -0.650, 3.734], [3.337, 0.230, 3.479], [2.952, 1.684, 3.569], [2.000, 1.974, 2.384], [4.680, 0.686, 1.925], [4.318, -1.046, 2.099], [2.410, -0.873, 0.747], [2.979, 0.721, 0.262], [0.524, -1.002, 2.299], [0.246, 0.398, 3.334], [2.442, -1.674, 3.512], [1.879, -0.572, 4.790], [4.048, 0.027, 4.168], [3.867, 2.276, 3.540], [2.460, 1.838, 4.531], [2.465, 2.585, 1.613], [1.131, 2.509, 2.758]], "atomic_forces_ev_per_a": [[0.08, 0.84, 0.28], [0.03, 0.03, -0.14], [-0.08, -0.01, 0.26], [0.12, 0.14, -0.04], [0.07, -0.11, -0.07], [-0.04, 0.09, -0.04], [0.06, -0.16, -0.02], [-0.15, 0.10, 0.05], [0.00, 0.19, -0.21], [-0.09, -0.46, 0.53], [0.26, -0.25, -0.19], [0.01, 0.01, -0.09], [0.44, -0.65, -0.20], [-0.03, 0.00, 0.15], [0.01, 0.00, -0.01], [0.00, 0.00, -0.01], [-0.05, 0.03, 0.02], [0.03, 0.01, -0.03], [-0.02, -0.03, -0.01], [0.08, -0.13, -0.11], [-0.66, 0.21, -0.64], [-0.02, -0.01, -0.06], [0.04, -0.05, -0.01], [-0.01, -0.10, 0.06], [0.04, 0.01, 0.02], [-0.01, 0.00, 0.03], [-0.01, 0.04, 0.05], [0.08, -0.01, -0.07], [0.01, 0.00, 0.03], [-0.02, 0.02, 0.00], [-0.02, 0.00, -0.01], [-0.03, -0.01, -0.02], [0.03, 0.02, 0.01], [-0.02, -0.11, -0.02], [-0.01, 0.10, 0.09], [-0.01, 0.04, 0.03], [0.03, -0.16, 0.00], [0.00, 0.06, 0.13], [0.25, 0.22, 0.20], [-0.38, -0.42, 0.15], [-0.03, 0.01, 0.00], [-0.06, -0.12, -0.02], [-0.04, 0.04, -0.05], [-0.23, -0.32, 0.16], [-0.01, -0.02, -0.08], [0.02, -0.06, -0.06], [-0.01, 0.07, 0.04], [-0.10, -0.19, -0.18], [0.29, 0.12, 0.33], [0.04, 0.64, 0.16], [0.45, 0.35, -0.31], [-0.08, 0.00, -0.09], [-0.05, -0.03, -0.20], [-0.10, 0.11, 0.08], [0.07, -0.04, 0.25], [0.02, 0.16, -0.12], [-0.16, -0.06, -0.05], [-0.05, 0.01, -0.12], [-0.13, 0.16, -0.01], [-0.10, -0.22, -0.06], [0.00, 0.03, 0.10], [-0.02, -0.02, 0.10], [-0.05, -0.09, -0.01], [0.02, 0.01, 0.01], [0.01, 0.00, 0.00], [0.00, -0.03, -0.03], [0.09, 0.03, 0.00], [0.07, 0.06, 0.01], [0.09, -0.03, 0.12], [0.06, -0.08, 0.01], [0.02, -0.08, 0.00], [0.01, 0.01, -0.01], [-0.06, 0.11, -0.01]]}

=====

Record 4
{"formula": "CH8NPSi2", "method": "ωB97M-V with the def2-TZVPD basis set", "total_charge": 0, "spin_multiplicity": 1, "total_energy_ev": -27697.11928, "e_homo_ev": [-9.47, -6.73], "de_lowest_ev": 1.488, "species": ["C", "N", "Si", "Si", "P", "H", "H", "H", "H", "H", "H", "H", "H"], "coordinates": [[-1.040, 0.192, 0.670], [2.182, 0.285, 0.606], [-2.635, -0.543, -0.054], [0.626, 0.274, -0.192], [3.675, 0.196, 0.037], [-0.946, 0.632, 1.666], [2.146, 0.612, 1.554], [-3.252, 0.573, -0.814], [-2.095, -1.696, -0.956], [-3.847, -1.153, 0.838], [3.210, -0.154, -1.227], [0.989, -0.830, -1.185], [0.987, 1.611, -0.942]], "atomic_forces_ev_per_a": [[0.62, -0.27, 0.23], [-3.29, 0.02, 3.12], [-0.14, -1.12, 0.12], [1.30, 0.57, -2.50], [2.74, -0.18, -1.04], [-0.47, -0.06, -0.05], [0.13, 0.08, 0.53], [0.04, -0.22, -0.10], [-0.64, 1.00, 0.60], [1.77, 0.81, -0.71], [0.23, -0.22, -0.81], [-0.93, 0.42, 0.37], [-1.35, -0.83, 0.26]]}